# 1
The following is a DFT calculation (ωB97M-V with the def2-TZVPD basis set) of a 10-piece molecular cluster, C7H35NO9 overall at a distorted geometry.

Summary:
**SMILES**: CCCCNCCC.O.O.O.O.O.O.O.O.O
**Net charge**: 0
**Molecular weight**: 277.4 g mol⁻¹
**ΔE to the lowest compared entry with this formula, charge and spin**: 5.429 eV
**Kohn-Sham gap**: 7.8 eV

Last column: Löwdin charge in e.
Geometry (Å):
C  1.8681  1.3679  -3.0290  -0.10
C  2.6203  0.1859  -2.4053  -0.25
C  3.4969  0.6882  -1.2318  -0.23
C  2.9682  0.5972  0.1881  -0.19
N  2.7861  -0.9112  0.5153  -0.08
C  2.1704  -1.2930  1.8340  -0.19
C  0.9600  -2.3181  1.5907  -0.22
C  -0.2105  -1.9249  2.4814  -0.13
H  2.3120  2.3676  -2.8995  0.08
H  1.5547  1.2238  -4.0445  0.06
H  0.9794  1.4724  -2.3801  0.04
H  2.0908  -0.6233  -1.9348  0.05
H  3.3454  -0.3016  -3.1450  0.12
H  4.5002  0.1627  -1.2406  0.12
H  3.9280  1.6646  -1.5340  0.11
H  3.5956  0.9646  1.0010  0.11
H  2.0250  1.1113  0.3803  0.08
H  2.1831  -1.2279  -0.2231  0.03
H  3.0135  -1.7544  2.3805  0.10
H  1.9145  -0.3056  2.2646  0.11
H  0.7897  -2.2723  0.5446  0.06
H  1.3729  -3.2886  1.8759  0.10
H  -0.1358  -0.8363  2.4025  0.03
H  -1.2512  -2.1993  2.1645  0.06
H  -0.1304  -2.3474  3.5269  0.09
O  -0.7882  0.3983  1.1034  -0.08
H  -1.6715  0.3810  1.5051  0.02
H  -1.0151  0.0375  0.2601  0.01
O  -2.1338  2.1743  2.5840  -0.05
H  -1.8442  1.3511  2.9685  0.02
H  -2.0552  2.1764  1.6357  0.00
O  -3.6588  0.9747  0.9918  -0.05
H  -4.2051  0.2067  1.1206  0.05
H  -3.8750  1.5437  0.2569  0.06
O  -1.4479  -4.1122  -0.6796  -0.04
H  -0.8567  -3.6072  -1.2504  0.02
H  -1.3242  -3.7624  0.2070  0.02
O  -0.3418  -1.2578  -2.5230  -0.04
H  -0.0592  -2.1068  -2.8726  0.05
H  -1.1315  -1.0595  -3.0394  0.04
O  1.3438  3.6006  1.0953  -0.05
H  0.4515  3.7286  1.4235  0.03
H  1.2547  3.4357  0.1494  0.01
O  -3.4358  -1.6100  -0.0860  -0.06
H  -2.7822  -2.1285  -0.6341  0.07
H  -3.5242  -2.1672  0.6973  0.07
O  -0.4811  2.6379  -0.9714  -0.05
H  -1.0972  2.3246  -1.6201  0.02
H  -0.2208  2.0782  -0.2371  0.00
O  -2.3041  0.5286  -1.1071  -0.08
H  -2.6808  -0.3220  -0.8054  0.00
H  -2.0596  0.5377  -2.0309  0.04

=====

# 2
The following is a DFT calculation (ωB97M-V with the def2-TZVPD basis set) of a 2-piece molecular cluster, C7H9N overall.

Summary:
**SMILES**: c1ccncc1.C=C
**Net charge**: 0
**Molecular weight**: 107.2 g mol⁻¹
**ΔE to the lowest compared entry with this formula, charge and spin**: 1.364 eV
**Kohn-Sham gap**: 10.7 eV

Last column: Löwdin charge in e.
Geometry (Å):
C  -0.1485  2.9785  1.6802  -0.09
C  0.2419  2.0264  2.6181  -0.08
C  1.5999  1.7460  2.7631  -0.16
N  2.5640  2.3438  2.0464  0.05
C  2.1721  3.2589  1.1466  -0.16
C  0.8401  3.6079  0.9284  -0.08
H  -1.2085  3.2265  1.5371  0.11
H  -0.4972  1.5006  3.2370  0.10
H  1.9382  1.0002  3.4944  0.11
H  2.9737  3.7380  0.5692  0.11
H  0.5866  4.3659  0.1756  0.10
C  3.8449  -2.2854  -2.1150  -0.09
C  2.5387  -2.0915  -2.3044  -0.09
H  4.3956  -1.7275  -1.3491  0.05
H  4.4044  -3.0081  -2.7199  0.05
H  1.9792  -1.3688  -1.6995  0.05
H  1.9879  -2.6494  -3.0704  0.05

=====

# 3
The following is a DFT calculation (ωB97M-V with the def2-TZVPD basis set) of one molecule with the formula C2H6ClN3S at a distorted geometry.

Summary:
**SMILES**: N/N=C(/CCl)NS
**Net charge**: 0
**Molecular weight**: 139.6 g mol⁻¹
**ΔE to the lowest compared entry with this formula, charge and spin**: 0.950 eV
**Kohn-Sham gap**: 9.2 eV

Last column: Löwdin charge in e.
Geometry (Å):
N  1.2526  -0.3087  1.8156  -0.02
N  0.8951  0.5926  0.9305  -0.05
C  -0.1414  0.4055  0.2109  -0.51
C  -0.4608  1.4463  -0.8036  -0.45
Cl  -0.8466  0.5529  -2.4173  0.47
N  -1.0012  -0.8470  0.2188  -0.41
S  -0.2996  -2.3815  -0.3158  0.69
H  2.2060  0.0176  2.3009  0.16
H  1.0391  -1.2839  1.6202  0.03
H  0.3774  2.2474  -0.9620  0.11
H  -1.3908  2.1239  -0.6676  0.09
H  -1.8239  -0.6363  -0.4556  0.05
H  0.1940  -1.9289  -1.4748  -0.18

=====

# 4
The following is a DFT calculation (ωB97M-V with the def2-TZVPD basis set) of one molecule with the formula CH7NP2 at a distorted geometry.

Summary:
**SMILES**: CN[PH]#[PH2]
**Net charge**: 0
**Molecular weight**: 95.0 g mol⁻¹
**ΔE to the lowest compared entry with this formula, charge and spin**: 1.181 eV
**Kohn-Sham gap**: 9.3 eV

Last column: Löwdin charge in e.
Geometry (Å):
C  1.3814  0.7249  0.2534  -0.18
N  0.7547  -0.4007  -0.5593  -0.47
P  -0.6170  -1.4014  -0.2150  0.52
P  -1.8166  0.3724  0.0393  0.53
H  2.3195  0.9817  -0.2387  0.07
H  0.8622  1.6850  0.3676  0.05
H  1.5438  0.5061  1.2461  0.03
H  1.5486  -0.9647  -0.6024  0.00
H  -1.1386  -1.5387  -1.5308  -0.12
H  -1.9133  0.3035  1.3636  -0.20
H  -2.9246  -0.2682  -0.1239  -0.23

=====

# 5
The following is a DFT calculation (ωB97M-V with the def2-TZVPD basis set) of C9H31MnO9 as an isolated structure at a distorted geometry.

Summary:
**Net charge**: +1
**Molecular weight**: 338.3 g mol⁻¹
**ΔE to the lowest compared entry with this formula, charge and spin**: 1.905 eV
**<S²>**: 8.754
**Multiplicity**: 6
**Kohn-Sham gap (alpha / beta)**: 4.2 / 4.2 eV

Last column: Löwdin charge in e.
Geometry (Å):
Mn  7.8085  -25.3442  -0.9987  1.47
C  10.2865  -22.4333  0.2749  0.05
C  9.4438  -23.5480  -0.2461  -0.61
O  9.8159  -24.7738  -0.2678  -0.09
O  8.2399  -23.3437  -0.6077  -0.11
H  10.7763  -22.7202  1.2066  0.09
H  9.6918  -21.5600  0.5305  0.09
H  11.0029  -22.1687  -0.5052  0.11
C  13.9672  -20.0517  -0.1270  -0.18
O  13.7309  -19.8857  1.2523  -0.12
H  13.0551  -20.0781  -0.7376  0.07
H  14.5753  -19.2532  -0.5537  0.08
H  14.5437  -20.9706  -0.3051  0.07
H  13.1030  -20.5644  1.5379  0.02
C  6.0020  -20.9868  -1.3406  -0.19
O  5.0497  -19.9823  -1.5726  -0.08
H  6.7492  -20.9936  -2.1423  0.06
H  6.5575  -20.8892  -0.4061  0.06
H  5.5933  -22.0057  -1.3548  0.07
H  4.1996  -20.4038  -1.7174  0.08
C  12.0145  -27.6886  -1.5406  -0.14
O  11.9384  -26.2592  -1.6479  -0.14
H  12.9201  -27.9775  -1.0002  0.08
H  11.1993  -28.0348  -0.8964  0.07
H  12.0192  -28.1104  -2.5384  0.08
H  11.4237  -25.9131  -0.9160  0.01
C  14.0419  -25.0226  1.2893  -0.11
O  13.7057  -23.9568  0.3825  -0.13
H  13.8928  -24.6812  2.3104  0.05
H  13.4404  -25.8751  0.9707  0.07
H  15.0961  -25.2113  1.1132  0.09
H  12.7699  -23.7980  0.2854  0.03
C  9.5121  -22.0128  -3.5577  -0.18
O  9.5394  -21.8590  -4.9651  -0.09
H  8.5359  -22.3506  -3.1874  0.05
H  10.2548  -22.7567  -3.2298  0.08
H  9.7643  -21.0770  -3.0640  0.09
H  9.1439  -22.6568  -5.3287  0.08
C  12.9256  -22.3718  3.6709  -0.12
O  12.0902  -21.5012  2.9113  -0.14
H  12.9362  -22.1160  4.7304  0.09
H  12.5240  -23.3906  3.6277  0.07
H  13.9342  -22.3819  3.2649  0.09
H  11.5519  -20.9685  3.5027  0.09
C  8.0785  -20.0140  3.0730  -0.16
O  8.0568  -19.9369  4.4976  -0.12
H  7.2048  -20.5037  2.6280  0.07
H  8.0643  -18.9856  2.6937  0.09
H  8.9858  -20.5317  2.7743  0.05
H  7.2136  -19.5506  4.7529  0.08

=====

# 6
The following is a DFT calculation (ωB97M-V with the def2-TZVPD basis set) of C3H4OSi as an isolated structure at a distorted geometry.

Summary:
**Net charge**: 0
**Molecular weight**: 84.1 g mol⁻¹
**ΔE to the lowest compared entry with this formula, charge and spin**: 2.192 eV
**Kohn-Sham gap**: 9.7 eV

Last column: Löwdin charge in e.
Geometry (Å):
C  -1.5389  -0.7864  -1.3152  0.07
C  -1.0347  -0.2165  -0.3531  -0.28
C  -0.0996  0.4383  0.6305  -0.33
O  2.2552  -0.5159  1.5712  -0.33
Si  1.7013  -0.1409  0.2939  0.60
H  -2.2291  -0.9940  -2.0972  0.02
H  -0.4177  0.3882  1.8016  0.11
H  -0.5650  1.7819  0.5712  0.19
H  1.9286  0.0452  -1.1029  -0.03

=====

# 7
The following is a DFT calculation (ωB97M-V with the def2-TZVPD basis set) of a 2-piece molecular cluster, C22H23NO3 overall at a distorted geometry.

Summary:
**Net charge**: 0
**Molecular weight**: 349.4 g mol⁻¹
**ΔE to the lowest compared entry with this formula, charge and spin**: 2.808 eV
**Kohn-Sham gap**: 4.8 eV

Last column: Löwdin charge in e.
Geometry (Å):
C  0.3031  5.0499  -1.1849  -0.08
C  -0.3479  3.9400  -1.9668  -0.25
O  -0.9906  3.0518  -1.0409  -0.04
C  -1.5869  1.9976  -1.6625  -0.51
C  -2.1233  1.0852  -0.6659  -0.12
C  -2.9324  -0.0798  -0.9703  -0.41
O  -2.8116  -0.8676  -1.9012  -0.01
C  -3.9176  -0.2763  0.1971  -0.12
C  -3.3464  0.5693  1.3332  -0.19
C  -2.4540  1.6378  0.6704  -0.19
O  -1.6367  1.9049  -2.8798  0.06
H  0.8668  5.6762  -1.8788  0.07
H  -0.4452  5.6792  -0.6930  0.08
H  0.9917  4.6671  -0.4245  0.07
H  -1.1004  4.3359  -2.6622  0.13
H  0.4002  3.3724  -2.5382  0.12
H  -4.8987  0.1117  -0.1184  0.12
H  -4.0413  -1.3315  0.4575  0.11
H  -4.1317  1.0126  1.9552  0.10
H  -2.7270  -0.0587  1.9815  0.10
H  -1.5557  1.8482  1.2691  0.11
H  -3.0217  2.5865  0.5931  0.12
C  0.5758  -0.3493  -2.4188  -0.03
C  0.1027  -1.2429  -1.3647  0.04
N  0.8768  -1.5662  -0.3268  0.07
C  0.7878  -2.7716  0.4160  -0.12
C  0.1050  -3.9362  0.1134  0.01
C  0.2855  -5.0408  0.9701  -0.06
C  1.1206  -4.9501  2.1002  -0.07
C  1.8214  -3.7709  2.3832  0.00
C  1.6675  -2.6893  1.5160  -0.11
C  2.3128  -1.4079  1.4601  -0.10
C  1.8516  -0.7371  0.3009  -0.10
C  2.2828  0.5376  -0.0199  0.02
C  3.2057  1.1547  0.8447  -0.05
C  3.6641  0.4946  1.9970  -0.06
C  3.2250  -0.7958  2.3159  0.00
H  -0.0587  -0.5495  -3.2905  0.11
H  0.3721  0.6940  -2.1463  0.07
H  1.6375  -0.4657  -2.6771  0.11
H  -0.7053  -1.9402  -1.5743  0.13
H  -0.5268  -3.9675  -0.7714  0.12
H  -0.2242  -5.9815  0.7587  0.11
H  1.2248  -5.8110  2.7628  0.11
H  2.4821  -3.6608  3.2424  0.12
H  1.9302  1.0218  -0.9222  0.10
H  3.5670  2.1557  0.6060  0.11
H  4.3697  1.0028  2.6538  0.11
H  3.5532  -1.3391  3.2011  0.12

=====

> Among the records above, which one has the lowest molecular weight?

C3H4OSi